{
  "formula": "C20H24N2O2",
  "method": "the ωB97M-V functional and the def2-TZVPD basis",
  "elements": ["C", "C", "C", "O", "N", "C", "C", "C", "C", "O", "C", "C", "C", "C", "C", "C", "C", "C", "C", "N", "C", "C", "C", "C", "H", "H", "H", "H", "H", "H", "H", "H", "H", "H", "H", "H", "H", "H", "H", "H", "H", "H", "H", "H", "H", "H", "H", "H"],
  "coordinates": [[4.645, 1.838, 0.170], [4.056, 0.531, 0.704], [2.550, 0.577, 1.009], [2.080, -0.077, 1.918], [1.820, 1.357, 0.168], [0.431, 1.535, 0.112], [-0.458, 0.846, 0.926], [-1.821, 1.055, 0.813], [-2.322, 1.959, -0.116], [-3.641, 2.249, -0.307], [-4.600, 1.602, 0.499], [-4.716, 0.116, 0.256], [-4.378, -0.425, -0.977], [-4.491, -1.786, -1.197], [-4.954, -2.617, -0.191], [-5.301, -2.082, 1.038], [-5.179, -0.722, 1.262], [-1.427, 2.648, -0.936], [-0.072, 2.438, -0.824], [4.424, -0.571, -0.181], [3.686, -0.701, -1.427], [2.522, -1.683, -1.176], [2.964, -2.477, 0.062], [4.352, -1.901, 0.401], [4.329, 2.678, 0.785], [4.368, 2.024, -0.865], [5.730, 1.771, 0.203], [4.536, 0.316, 1.666], [2.330, 1.903, -0.510], [-0.082, 0.145, 1.653], [-2.482, 0.493, 1.454], [-4.406, 1.798, 1.563], [-5.546, 2.088, 0.232], [-4.019, 0.226, -1.761], [-4.220, -2.198, -2.158], [-5.043, -3.679, -0.363], [-5.662, -2.726, 1.826], [-5.444, -0.307, 2.224], [-1.822, 3.348, -1.656], [0.608, 2.980, -1.468], [3.350, 0.262, -1.807], [4.377, -1.130, -2.160], [2.362, -2.325, -2.041], [1.595, -1.144, -0.981], [3.017, -3.547, -0.131], [2.279, -2.311, 0.891], [4.541, -1.872, 1.473], [5.134, -2.503, -0.075]],
  "mulliken_charge": [-1.804, 0.101, 0.315, -0.673, 0.211, 0.462, -0.736, -0.011, 0.479, -0.437, -0.838, 0.431, -0.156, -0.640, -0.397, -0.523, -0.383, -0.830, -0.645, -0.060, -0.792, -0.432, -0.579, -0.797, 0.417, 0.326, 0.441, 0.476, 0.030, 0.528, 0.354, 0.418, 0.316, 0.400, 0.387, 0.381, 0.371, 0.369, 0.426, 0.357, 0.339, 0.477, 0.421, 0.089, 0.410, 0.206, 0.370, 0.426],
  "homo_energy_ev": -8.0,
  "spin_multiplicity": 1,
  "gap_ha": 0.321,
  "smiles": "C[C@@H](C(=O)Nc1ccc(OCc2ccccc2)cc1)N1CCCC1"
}



{
  "formula": "C20H24N2PSbSe2Te2Zn",
  "method": "the ωB97M-V functional and the def2-TZVPD basis",
  "elements": ["Zn", "Se", "Te", "Te", "Se", "N", "P", "C", "C", "C", "C", "C", "C", "C", "C", "C", "C", "C", "C", "C", "C", "C", "C", "C", "N", "H", "H", "H", "H", "H", "H", "H", "H", "H", "H", "H", "H", "H", "H", "H", "C", "Sb", "C", "C", "H", "H", "H", "H", "H", "H", "H", "H", "H"],
  "coordinates": [[-0.189, 0.911, -1.067], [-2.584, 1.308, -1.278], [-2.521, -0.273, -3.235], [-0.614, 1.024, -4.637], [1.287, 0.842, -2.989], [-0.769, -0.939, 1.566], [-0.500, -1.396, -0.086], [0.927, -2.513, 0.048], [1.981, -2.340, -0.843], [3.094, -3.171, -0.772], [3.154, -4.168, 0.190], [2.102, -4.343, 1.083], [0.989, -3.519, 1.010], [-1.904, -2.516, -0.333], [-1.718, -3.714, -1.022], [-2.804, -4.519, -1.332], [-4.085, -4.139, -0.957], [-4.279, -2.946, -0.276], [-3.196, -2.132, 0.028], [-0.039, 0.105, 2.090], [-0.234, 0.569, 3.399], [0.631, 1.517, 3.886], [1.673, 1.989, 3.083], [1.747, 1.521, 1.795], [0.896, 0.616, 1.289], [-1.657, -1.142, 1.995], [1.922, -1.566, -1.600], [3.911, -3.039, -1.471], [4.021, -4.816, 0.244], [2.149, -5.122, 1.833], [0.168, -3.651, 1.705], [-0.722, -4.014, -1.320], [-2.648, -5.446, -1.869], [-4.931, -4.770, -1.202], [-5.277, -2.634, 0.005], [-3.373, -1.174, 0.502], [-1.033, 0.162, 4.006], [0.512, 1.886, 4.898], [2.390, 2.711, 3.451], [2.506, 1.881, 1.110], [2.363, 4.081, -0.961], [0.271, 3.882, -0.513], [-0.449, 4.542, -2.412], [0.117, 5.796, 0.451], [2.521, 4.972, -1.571], [2.698, 3.205, -1.516], [2.936, 4.178, -0.038], [-0.006, 5.508, -2.656], [-1.535, 4.625, -2.383], [-0.177, 3.806, -3.166], [0.635, 6.534, -0.162], [0.575, 5.755, 1.441], [-0.931, 6.076, 0.557]],
  "mulliken_charge": [0.707, -0.559, -0.018, -0.134, -0.607, -0.168, 1.818, -0.106, -0.112, -0.679, -0.384, -0.741, -0.160, 0.352, -0.658, -0.661, -0.455, -0.760, -0.120, 0.509, -0.862, -0.325, -0.662, -0.752, -0.018, 0.268, 0.117, 0.434, 0.388, 0.405, 0.381, 0.404, 0.394, 0.390, 0.396, 0.275, 0.445, 0.416, 0.429, 0.566, -1.237, 0.382, -1.077, -1.258, 0.412, 0.256, 0.373, 0.394, 0.359, 0.185, 0.365, 0.337, 0.359],
  "homo_energy_ev": -7.0,
  "spin_multiplicity": 1,
  "gap_ha": 0.259
}



{
  "formula": "C20H24N4O2S",
  "method": "the ωB97M-V functional and the def2-TZVPD basis",
  "elements": ["C", "C", "N", "N", "C", "O", "C", "C", "S", "C", "C", "C", "C", "C", "C", "H", "H", "H", "H", "C", "C", "H", "H", "H", "H", "C", "O", "N", "H", "C", "H", "H", "C", "N", "C", "C", "H", "H", "C", "H", "H", "C", "H", "H", "H", "H", "H", "H", "H", "H", "H"],
  "coordinates": [[-0.770, -2.598, -3.190], [-0.342, -2.235, -1.872], [0.875, -2.310, -1.470], [1.121, -2.111, -0.231], [0.262, -1.699, 0.612], [0.613, -1.303, 1.914], [-1.212, -1.463, 0.468], [-1.490, -1.661, -1.115], [-3.191, -1.324, -1.455], [-3.349, -0.774, 0.247], [-4.630, -0.020, 0.784], [-4.683, 0.334, 1.966], [-3.404, 0.008, 2.740], [-2.227, -0.229, 2.388], [-2.228, -0.800, 0.910], [-1.418, -0.396, 3.067], [-3.427, 0.392, 3.920], [-5.528, 0.584, 2.565], [-5.355, -0.077, 0.091], [2.427, -2.296, 0.249], [2.531, -3.521, 1.007], [3.506, -3.561, 1.505], [2.029, -3.180, 2.068], [2.120, -4.374, 0.821], [2.950, -2.409, -1.058], [3.216, -1.066, 0.720], [3.995, -1.345, 1.582], [2.797, 0.222, 0.103], [1.899, 0.055, -0.394], [3.124, 1.316, 0.758], [2.652, 1.571, 1.631], [4.143, 1.407, 0.673], [2.596, 2.470, -0.242], [1.179, 2.013, -0.680], [0.691, 2.903, -1.761], [-0.739, 3.380, -1.496], [-1.342, 2.953, -2.591], [-0.981, 4.232, -0.987], [-1.120, 2.290, -0.348], [-2.057, 2.715, 0.334], [-1.242, 1.169, -0.577], [0.072, 2.297, 0.645], [0.225, 3.104, 1.031], [0.243, 1.226, 1.102], [1.141, 3.997, -1.872], [1.081, 2.380, -2.716], [3.254, 2.321, -1.130], [2.792, 3.273, 0.257], [-1.578, -3.261, -3.392], [-0.064, -2.921, -3.715], [-1.160, -1.678, -3.865]],
  "mulliken_charge": [-2.185, 1.133, -1.406, 1.170, 0.515, -0.798, -0.171, 0.070, -0.248, 1.081, -0.693, -0.698, -0.243, -0.879, 0.287, 0.465, 0.122, 0.454, 0.578, 0.394, -1.706, 0.395, 0.279, 0.561, 0.310, 0.148, -0.621, 0.112, 0.183, -0.704, 0.452, 0.469, -1.205, 0.025, -0.658, -0.660, 0.222, 0.473, 0.160, 0.296, -0.350, -1.072, 0.825, 0.138, 0.144, 0.406, 0.447, 0.592, 0.397, 0.704, 0.287],
  "homo_energy_ev": -8.4,
  "spin_multiplicity": 1,
  "gap_ha": 0.280
}



{
  "formula": "C20H24N7OReS",
  "method": "the ωB97M-V functional and the def2-TZVPD basis",
  "elements": ["Re", "C", "C", "N", "N", "C", "O", "C", "C", "C", "C", "C", "C", "C", "C", "C", "C", "C", "N", "H", "H", "H", "H", "H", "H", "H", "H", "H", "H", "H", "H", "C", "C", "C", "C", "N", "C", "S", "N", "C", "H", "H", "H", "H", "H", "H", "H", "H", "N", "N", "H", "H", "H", "H"],
  "coordinates": [[-0.118, -0.137, 1.098], [3.806, -1.208, -0.337], [2.607, -0.515, 0.169], [1.401, -1.054, 0.107], [1.184, -2.253, -0.440], [-0.067, -2.674, -0.295], [-0.948, -1.927, 0.308], [-0.435, -3.979, -0.817], [0.536, -4.810, -1.394], [0.171, -6.041, -1.903], [-1.156, -6.450, -1.855], [-2.124, -5.631, -1.282], [-1.767, -4.405, -0.754], [2.652, 0.799, 0.808], [3.781, 1.596, 0.851], [3.711, 2.848, 1.457], [2.509, 3.269, 1.999], [1.410, 2.427, 1.915], [1.478, 1.222, 1.344], [3.541, -2.176, -0.750], [4.533, -1.343, 0.470], [4.302, -0.616, -1.111], [1.563, -4.478, -1.426], [0.921, -6.686, -2.338], [-1.442, -7.409, -2.266], [-3.155, -5.953, -1.249], [-2.518, -3.780, -0.287], [4.707, 1.255, 0.409], [4.580, 3.492, 1.485], [2.413, 4.235, 2.475], [0.446, 2.727, 2.308], [-4.836, -1.059, -2.788], [-3.844, 0.044, -2.782], [-3.718, 0.980, -3.784], [-2.755, 1.991, -3.674], [-1.995, 2.062, -2.560], [-2.138, 1.186, -1.624], [-1.168, 1.507, -0.179], [-3.016, 0.160, -1.709], [-2.542, 3.012, -4.716], [-5.218, -1.228, -3.791], [-5.683, -0.791, -2.149], [-4.414, -1.987, -2.400], [-4.360, 0.928, -4.652], [-3.066, -0.531, -0.970], [-2.877, 2.676, -5.694], [-1.497, 3.316, -4.742], [-3.118, 3.909, -4.460], [-1.301, -0.805, 2.981], [0.093, -1.143, 3.038], [-1.658, -0.364, 3.827], [-1.859, -1.633, 2.777], [0.274, -2.141, 3.154], [0.569, -0.657, 3.795]],
  "mulliken_spin": [0.992, -0.001, 0.007, 0.006, 0.008, 0.006, 0.028, -0.004, -0.002, 0.001, -0.001, 0.001, 0.004, 0.005, -0.001, 0.003, 0.007, -0.050, 0.042, -0.001, 0.000, 0.001, 0.000, 0.000, 0.000, 0.000, -0.001, 0.000, 0.000, 0.001, 0.004, 0.000, 0.001, -0.003, 0.001, -0.004, 0.004, -0.070, -0.002, 0.000, 0.000, 0.000, 0.000, 0.000, -0.001, 0.000, 0.000, 0.000, -0.003, 0.009, 0.004, 0.005, 0.004, 0.002],
  "s_squared": 0.7694,
  "homo_energy_ev": [-16.4, -16.4],
  "charge": 3,
  "spin_multiplicity": 2,
  "gap_ha": [0.173, 0.185]
}



Energy above the lowest of the compared OMol25 structures with the same formula, charge and spin for the records above, in order: 1.848, 0.348, 16.511, 0.722 eV
Largest force on an atom for the records above, in order: 0.48, 0.34, 15.50, 2.05 eV/A
E for the records above, in order: -1036.509778, -8585.963024, -1543.657542, -1710.556649 hartree